ORCA calculation (wB97M-V/def2-TZVPD) on an isolated ion of composition C4H7O2 and charge -1.

The geometry in XYZ format:
```
13
Properties=species:S:1:pos:R:3:forces:R:3:nbo_charge:R:1
C -0.813 0.839 1.379 -1.3 -1.4 -0.6 -0.623
C 0.404 0.489 0.346 -0.9 0.0 2.2 -0.382
C 0.201 -0.799 -0.479 -5.4 3.1 1.1 -0.475
C 0.721 -0.825 -1.834 3.4 0.1 -2.7 0.726
O 1.144 -1.987 -2.120 -0.4 0.8 -0.8 -0.782
O 0.825 0.263 -2.543 -0.8 -2.2 1.7 -0.807
H -0.791 1.785 1.878 0.8 0.9 0.2 0.188
H -0.928 0.124 2.210 0.6 -0.2 -0.2 0.183
H -1.923 0.848 1.037 1.9 -0.2 -0.6 0.190
H 1.345 0.347 1.021 -1.4 0.5 -1.2 0.176
H 0.496 1.346 -0.306 0.4 0.1 -0.2 0.229
H -1.000 -0.832 -0.778 2.4 0.1 1.1 0.177
H 0.318 -1.596 0.191 0.6 -1.6 0.2 0.200
```
Forces are in eV/Å.

Output
lowest unoccupied orbital energy: 3.9 eV
total charge: -1
SMILES string: CCCC(=O)[O-]
gap between HOMO and LUMO: 0.2824 hartree